[1]
Formula: C20H40NOP3RhS
Source: OMol25
Level of theory: ωB97M-V/def2-TZVPD

DFT total energy = -66605.0637 eV
Relative energy (zero: lowest compared OMol25 entry of this formula, charge and spin) = 56.4 kJ/mol
Strongest force on any atom = 3.8 eV Å⁻¹
Multiplicity = 5
Charge = +3
<S²> = 6.024
Orbital gap (spin up / spin down) = 7.0 / 6.2 eV
LUMO (spin up / spin down) = -8.66 / -11.44 eV

Each line ends with the Mulliken charge.
CARTESIAN COORDINATES (ANGSTROEM)
S -3.470 2.242 0.624  -0.027
H 0.404 -1.842 -3.801  0.761
H -3.622 -1.332 -5.303  0.534
C 0.143 3.800 0.190  -0.847
H -3.588 -3.077 -0.909  0.563
H 1.839 1.931 -1.025  -0.199
H 2.511 5.365 -1.281  0.422
H -2.732 -3.711 1.012  0.482
H 2.724 -2.614 -1.008  0.354
C 2.061 0.135 1.654  -1.237
H -1.513 -2.679 -5.174  0.476
H -2.766 -2.530 -2.413  0.236
H 0.546 2.856 0.598  0.169
H 3.100 -0.876 -1.204  0.335
C -0.368 -3.876 -1.332  -1.372
H 1.261 0.409 2.355  0.350
H -3.191 1.656 3.049  0.503
H 2.944 -0.166 2.237  0.493
C -0.455 2.266 -4.414  -0.396
H 0.587 4.632 0.767  0.477
H 1.017 6.288 -1.649  0.418
H 2.376 -2.620 2.398  0.517
H 1.852 5.367 -2.944  0.424
C -2.795 -0.997 -4.675  -0.360
C -1.632 -1.773 -4.564  -1.318
H -2.377 1.435 -1.414  0.117
H 0.161 -4.477 -0.581  0.427
Rh -0.140 -0.709 -0.758  -0.682
H -0.891 1.982 -5.393  0.445
P -1.280 -2.534 -0.494  1.404
C -1.754 -3.223 1.128  -1.199
C 2.940 -1.679 -0.472  -1.249
H 1.416 -3.607 1.274  0.345
C 1.603 2.499 -1.939  0.000
H -1.293 -0.112 2.389  0.401
C -2.837 1.453 2.048  -0.534
H -0.948 3.795 0.336  0.240
C -0.592 -1.373 -3.736  -0.109
O -1.477 2.057 -3.371  -0.545
H 0.205 0.186 -2.496  -0.683
C -2.883 -2.354 -1.337  -1.171
H 2.534 2.854 -2.405  0.653
C -0.759 -0.269 -2.831  1.588
C -1.852 0.543 1.713  -0.966
H 2.315 1.014 1.047  0.312
N -1.595 0.500 0.341  1.048
C 0.800 1.536 -4.118  -1.036
H -3.631 0.983 -4.294  0.596
H -1.845 -2.441 1.893  0.267
C -2.386 1.333 -0.337  -0.561
H 0.355 -3.453 -2.041  0.275
H -3.265 -1.336 -1.184  0.240
C -1.763 0.657 -3.306  0.579
H 1.634 2.037 -4.623  0.571
H -1.022 -3.971 1.457  0.430
H 0.604 -2.554 2.465  0.374
H -0.325 3.358 -4.427  0.448
P 1.512 -1.250 0.596  0.871
H -0.598 4.011 -2.467  0.084
H 1.105 1.741 -2.786  -0.294
H -1.085 -4.506 -1.872  0.443
C 1.586 5.378 -1.878  -1.242
C -2.844 0.255 -4.082  -0.850
H 0.758 0.505 -4.476  0.231
P 0.543 3.920 -1.591  0.868
C 1.461 -2.640 1.788  -1.345
H 3.844 -1.812 0.138  0.453

---

[2]
Formula: C20H40NP3S2Yb
Source: OMol25
Level of theory: ωB97M-V/def2-TZVPD

DFT total energy = -103914.0760 eV
Relative energy (zero: lowest compared OMol25 entry of this formula, charge and spin) = 389.3 kJ/mol
Strongest force on any atom = 6.4 eV Å⁻¹
Multiplicity = 2
Charge = +3
<S²> = 0.792
Orbital gap (spin up / spin down) = 5.9 / 4.9 eV
LUMO (spin up / spin down) = -9.75 / -10.73 eV

Each line ends with the Mulliken charge.
CARTESIAN COORDINATES (ANGSTROEM)
H -3.846 -2.447 2.169  0.347
H -2.506 -4.391 -0.528  0.345
H -3.950 0.989 0.199  0.380
C 5.143 1.298 -0.612  -1.345
H 4.786 4.174 -0.325  0.448
H -2.588 -1.195 -4.377  0.523
H -4.914 -2.517 -1.694  0.392
C -0.971 0.882 1.672  -0.924
H -0.745 -0.170 1.897  0.294
C -1.003 -3.529 2.524  -0.357
C 1.547 1.837 2.844  -1.329
C 0.032 -1.207 -2.185  1.269
C 0.290 0.313 -2.159  -0.163
H 3.263 4.348 0.605  0.290
H 0.989 1.335 3.648  0.453
H 2.960 -1.188 -0.632  0.615
C 3.817 3.710 -0.096  -1.155
H 0.926 4.066 0.572  0.265
H 5.024 3.217 2.626  0.371
H -1.638 0.932 0.799  -0.109
H 3.230 3.591 -1.015  0.353
H -4.689 -3.550 -0.255  0.347
H 6.090 1.849 -0.691  0.433
H 2.496 1.304 2.668  0.344
H -2.794 1.077 -3.374  0.729
H -0.812 2.125 -2.228  0.472
H -0.698 3.459 0.121  0.357
P -3.540 -1.417 -0.043  0.863
H 6.254 3.036 1.325  0.433
S 1.782 0.992 -1.391  -0.125
S -2.304 -4.528 1.941  0.032
H 1.761 2.872 3.148  0.431
C 5.435 2.543 1.864  -1.246
C -4.350 0.188 -0.437  -1.279
H 4.625 1.290 -1.579  0.370
H 5.809 1.636 2.356  0.379
N -0.797 -3.284 0.245  0.080
H -5.852 -2.173 -0.206  0.457
H -4.879 -0.995 1.948  0.469
H -0.345 -2.458 -4.022  0.608
H -0.782 -3.424 3.581  0.447
H -4.147 0.442 -1.486  0.269
H -0.371 3.958 1.816  0.441
C -4.889 -2.528 -0.596  -1.386
P 0.530 1.814 1.362  1.233
C 1.330 -2.005 -1.917  0.457
P 4.102 2.066 0.692  0.558
H -0.666 -1.412 -1.282  -0.421
H -5.435 0.107 -0.281  0.476
C -1.832 -0.837 -3.675  -0.776
H 1.252 1.155 -0.115  -0.323
C -1.923 0.461 -3.138  -0.872
C -1.938 -4.019 0.341  -0.448
C 0.058 3.488 0.919  -1.245
C -3.886 -1.428 1.764  -1.143
C 1.883 -1.152 -0.817  -0.935
C -0.730 -1.623 -3.397  -0.783
H -3.123 -0.825 2.272  0.133
H 5.353 0.263 -0.313  0.354
C -0.829 1.054 -2.460  -0.162
H 1.401 -3.079 -1.532  0.041
H 1.268 -1.064 0.087  -0.224
H 0.624 -2.373 1.556  0.649
C -0.280 -2.973 1.505  -0.595
Yb -0.488 -3.441 -1.923  1.061
H -1.478 1.332 2.538  0.534
H 1.956 -1.974 -2.826  0.543

---

[3]
Formula: C20H40O10S5
Source: OMol25
Level of theory: ωB97M-V/def2-TZVPD

DFT total energy = -96035.2984 eV
Relative energy (zero: lowest compared OMol25 entry of this formula, charge and spin) = 284.3 kJ/mol
Strongest force on any atom = 2.8 eV Å⁻¹
SMILES = O=S1(=O)CCCC1.O=S1(=O)CCCC1.O=S1(=O)CCCC1.O=S1(=O)CCCC1.O=S1(=O)CCCC1
Charge = 0
Orbital gap = 10.0 eV
LUMO = 0.31 eV

Each line ends with the Mulliken charge.
CARTESIAN COORDINATES (ANGSTROEM)
H -21.664 16.495 22.870  0.428
H -20.098 14.118 9.924  0.300
H -13.401 11.740 20.906  0.381
H -21.044 16.190 18.724  0.309
H -23.580 15.156 19.543  0.325
H -20.262 10.601 10.674  0.332
C -20.742 15.837 20.916  -0.317
H -18.752 6.517 11.672  0.281
C -15.775 13.387 22.894  -0.717
H -16.221 7.497 11.722  0.328
H -19.782 13.120 18.244  0.384
C -17.819 13.619 17.508  0.128
O -20.387 13.545 14.911  -0.674
H -20.498 14.785 12.267  0.569
C -19.310 13.619 17.399  -0.474
H -19.226 8.403 12.398  0.000
H -16.984 11.543 17.222  0.262
H -18.362 11.044 15.322  0.122
C -20.260 11.683 10.599  -0.768
H -23.294 16.806 18.888  0.455
H -22.223 14.980 22.489  0.370
H -21.330 14.593 19.404  0.035
C -16.249 7.200 12.778  -0.815
S -20.601 12.268 12.269  0.997
C -15.431 12.237 20.327  -0.632
O -19.738 11.496 13.110  -0.404
C -14.344 12.029 21.371  -0.679
C -19.890 13.925 11.983  -0.608
H -13.938 14.013 22.053  0.269
O -17.880 12.356 21.553  -0.674
H -18.135 11.896 10.834  0.265
O -22.026 12.200 12.471  -0.721
H -15.219 7.169 13.115  0.455
H -16.770 5.193 12.294  0.380
C -18.779 7.851 13.227  -0.263
H -15.956 11.340 19.993  0.392
S -16.715 13.147 21.301  1.222
S -23.289 16.674 21.248  1.115
H -19.774 14.557 17.096  0.267
H -19.125 14.074 12.755  0.159
C -18.931 12.403 10.295  -0.439
O -17.179 9.879 12.664  -0.560
H -21.051 12.109 9.983  0.344
H -18.819 12.405 9.207  0.320
O -24.543 16.107 21.687  -0.664
O -16.895 8.681 14.964  -0.640
O -16.865 14.475 20.703  -0.658
H -14.627 11.069 21.832  0.287
C -18.064 12.062 15.552  -0.472
H -18.424 14.518 10.349  0.365
H -15.930 12.614 23.648  0.338
O -23.139 18.116 21.268  -0.640
H -16.050 14.374 23.244  0.393
H -17.738 12.551 14.633  0.262
C -17.143 12.494 16.706  -0.764
H -15.223 12.742 19.384  0.377
H -19.498 8.098 14.009  0.506
H -20.029 15.048 21.140  0.034
H -19.291 5.640 13.188  0.334
H -17.463 14.563 17.086  0.346
H -17.167 5.721 13.965  0.274
C -19.264 13.871 10.589  -0.669
O -20.574 11.508 16.323  -0.728
H -16.179 12.841 16.342  0.486
H -17.311 13.563 18.471  -0.498
H -20.232 16.799 20.972  0.304
C -14.343 13.067 22.439  -0.661
C -18.645 6.392 12.755  -0.714
C -22.962 16.050 19.591  -0.731
H -13.765 12.793 23.321  0.408
C -21.833 15.868 21.986  -0.770
C -21.480 15.661 19.572  -0.234
S -19.797 12.670 15.914  1.229
C -17.174 5.999 12.900  -0.563
S -17.162 8.674 13.512  1.013